1.
Formula: C5H26N2O8
Source: the Open Molecules 2025 dataset
Level of theory: the ωB97M-V functional and the def2-TZVPD basis

Cartesian coordinates (Å):
O: 2.628 -1.618 0.985
C: 2.938 -1.375 -0.205
C: 2.338 -0.031 -0.856
C: 1.318 -0.321 -1.983
C: 0.158 -1.046 -1.387
C: -0.216 -2.234 -1.863
N: -1.407 -2.938 -1.395
N: 1.922 0.807 0.360
H: 3.685 -1.823 -0.852
H: 3.131 0.511 -1.396
H: 1.847 -0.690 -2.888
H: 0.963 0.507 -2.662
H: -0.497 -0.632 -0.641
H: 0.485 -2.841 -2.386
H: -2.325 -2.547 -1.649
H: -1.325 -3.063 -0.291
H: -1.207 -4.024 -1.696
H: 1.651 0.141 1.189
H: 2.786 1.387 0.490
H: 1.034 1.393 0.184
H: -2.086 0.944 1.577
H: -2.792 2.138 1.043
O: -2.138 1.476 0.756
H: -0.516 3.089 -0.349
H: 0.560 3.810 -1.235
O: 0.297 2.799 -0.919
H: -4.549 3.083 1.933
H: -4.428 3.972 0.906
O: -3.880 3.416 1.461
H: 0.066 -0.655 3.674
H: 1.305 -1.239 3.132
O: 0.595 -0.638 2.884
H: -4.139 -0.580 -0.131
H: -2.895 0.423 -0.205
O: -3.242 -0.576 -0.353
H: -2.606 -2.000 1.602
H: -1.852 -3.135 2.457
O: -1.956 -2.686 1.620
H: 5.441 1.989 0.061
H: 4.398 2.799 -0.747
O: 4.512 2.006 -0.227

Force components x, y, z for each atom (eV/Å):
O 1.35 0.03 -4.20
C -1.79 2.28 3.11
C 0.54 -0.29 -0.27
C -0.14 0.88 -0.12
C -1.00 -1.53 -1.79
C 0.70 1.09 0.90
N 1.91 -4.39 2.20
N -1.73 -0.80 -0.27
H 0.12 -1.02 0.22
H 0.12 -0.21 0.84
H -0.02 -1.52 1.07
H -0.07 0.46 1.88
H -0.01 0.79 0.20
H -0.02 -0.31 -0.98
H 0.22 -0.15 0.04
H -0.92 0.83 -1.89
H -1.57 3.32 0.49
H 1.03 1.22 -1.36
H -0.83 -0.10 0.61
H 1.89 -0.34 -0.14
H 0.35 0.10 -0.69
H -0.26 0.82 -0.37
O 0.33 -0.35 1.02
H 1.84 -1.22 -1.35
H -0.61 -3.97 0.96
O -1.38 5.07 0.50
H -3.75 -2.55 3.73
H 0.48 0.72 -0.88
O 3.11 1.87 -2.73
H -0.62 0.34 0.52
H 0.29 -0.13 -0.28
O 0.46 -0.13 -0.40
H -2.23 0.07 0.36
H -0.91 -2.71 -0.09
O 3.09 1.83 -0.38
H -0.71 0.47 0.40
H -0.40 0.19 0.34
O 1.24 -0.75 -1.30
H -0.41 0.10 -0.10
H 0.20 0.44 -0.19
O 0.10 -0.46 0.37

Summary:
- Energy: -24950.36968 eV
- Spin multiplicity: 1
- Net charge: +2
- Max |F|: 5.9 eV/Å
- Lowest unoccupied orbital energy: -5.689 eV
- Energy above the lowest of the compared OMol25 structures with the same formula, charge and spin: 92.40 kJ/mol



2.
Formula: C5H26O11
Source: the Open Molecules 2025 dataset
Level of theory: the ωB97M-V functional and the def2-TZVPD basis

Cartesian coordinates (Å):
O: 2.474 -2.877 -0.368
C: 1.532 -3.250 -1.016
C: 1.108 -2.841 -2.414
C: -0.114 -1.853 -2.396
C: 0.135 -0.356 -2.137
C: -0.723 0.022 -0.908
O: -0.151 1.142 -0.257
O: -2.038 0.255 -1.386
H: 0.775 -3.858 -0.469
H: 1.884 -2.371 -3.003
H: 0.739 -3.644 -3.068
H: -0.627 -1.969 -3.369
H: -0.762 -2.312 -1.641
H: 1.165 -0.100 -1.856
H: -0.095 0.223 -3.034
H: -0.819 -0.696 -0.095
H: 0.245 1.679 -0.948
H: -2.265 1.119 -1.762
O: 2.195 1.779 -2.114
H: 1.913 2.660 -1.762
H: 2.837 1.648 -1.409
O: 2.443 3.494 -0.213
H: 2.405 2.695 0.335
H: 1.983 4.032 0.477
O: -3.531 -2.068 -0.369
H: -4.368 -1.608 -0.396
H: -2.976 -1.455 -0.872
O: 1.285 -1.710 1.796
H: 2.107 -1.993 1.376
H: 1.527 -1.015 2.416
O: -1.786 0.941 3.325
H: -2.137 0.072 3.030
H: -2.532 1.529 3.422
O: -2.364 -1.675 2.305
H: -1.401 -1.672 2.404
H: -2.621 -1.572 1.383
O: 0.760 1.968 3.176
H: 0.702 1.206 2.619
H: -0.142 2.023 3.524
O: 0.645 4.312 1.687
H: -0.302 4.276 1.510
H: 0.896 3.819 2.477

Force components x, y, z for each atom (eV/Å):
O 0.63 0.25 -0.75
C -1.24 0.00 0.23
C -0.19 0.86 -0.95
C 0.23 -0.88 -0.45
C 0.38 -1.33 1.64
C 0.75 2.13 -1.06
O -0.80 -0.13 0.01
O -1.33 -0.39 0.54
H -0.01 -0.12 -0.35
H 0.65 0.11 0.24
H 0.30 -0.47 0.78
H 0.21 -0.06 0.54
H -0.41 0.42 -0.10
H -0.23 -0.57 -0.33
H -0.23 0.16 0.36
H 0.13 -0.49 -0.45
H 0.38 0.21 -0.07
H 0.84 -0.22 0.25
O -0.29 1.08 0.50
H 0.14 -0.40 -0.77
H 0.44 -0.65 -0.31
O -0.33 0.18 1.60
H 0.28 -0.34 -0.41
H -0.11 0.46 -0.81
O 0.47 0.17 0.00
H -0.57 0.00 0.14
H 0.13 0.06 -0.17
O -0.23 0.31 0.26
H -0.09 -0.11 -0.11
H 0.09 -0.13 0.02
O 0.07 -0.35 -0.03
H -0.07 0.34 0.08
H -0.39 0.01 -0.01
O 0.17 0.43 0.98
H -0.17 -0.29 -0.56
H 0.13 -0.30 -0.44
O 0.26 0.85 0.87
H -0.12 -0.60 -0.78
H 0.09 -0.31 -0.03
O 0.37 0.97 -0.43
H 0.30 -0.36 0.40
H -0.64 -0.49 -0.03

Summary:
- Energy: -28128.89904 eV
- Spin multiplicity: 1
- Net charge: 0
- Max |F|: 2.5 eV/Å
- Lowest unoccupied orbital energy: 0.191 eV
- Energy above the lowest of the compared OMol25 structures with the same formula, charge and spin: 129.38 kJ/mol



3.
Formula: C5H27NO11
Source: the Open Molecules 2025 dataset
Level of theory: the ωB97M-V functional and the def2-TZVPD basis

Cartesian coordinates (Å):
N: 2.001 2.053 0.185
C: 2.049 0.780 0.780
C: 2.549 1.209 2.221
O: 3.137 0.319 2.854
C: 0.734 -0.031 0.806
C: 0.027 -0.125 -0.590
C: 0.757 -1.041 -1.517
O: 0.572 -1.233 -2.660
H: 2.506 2.032 -0.816
H: 1.048 2.537 0.116
H: 2.816 0.103 0.292
H: 2.509 2.116 2.756
H: 0.829 -1.044 1.314
H: 0.088 0.613 1.406
H: -0.933 -0.619 -0.319
H: -0.270 0.868 -0.890
H: 1.506 -1.580 -1.023
O: -1.519 -2.002 3.271
H: -2.261 -1.769 2.824
H: -0.897 -2.030 2.747
O: 3.349 -2.047 0.499
H: 3.992 -1.562 1.037
H: 3.265 -2.847 1.065
O: -1.372 4.200 0.792
H: -1.457 3.250 0.784
H: -0.901 4.535 1.485
O: -2.974 -1.057 -1.568
H: -3.215 -1.641 -2.259
H: -3.300 -0.233 -1.919
O: 2.231 -2.434 2.682
H: 2.465 -1.568 2.850
H: 1.371 -2.612 2.985
O: -1.412 2.767 -1.252
H: -1.265 3.052 -2.174
H: -2.304 3.197 -1.262
O: -3.066 -2.758 0.699
H: -3.938 -2.452 1.064
H: -3.280 -3.298 -0.144
O: -3.132 1.212 -2.521
H: -2.411 0.885 -3.035
H: -3.841 1.458 -3.186
O: -1.043 0.389 -3.976
H: -0.306 1.006 -4.340
H: -0.694 -0.355 -3.418

Force components x, y, z for each atom (eV/Å):
N 0.06 2.42 -5.15
C 0.59 -0.53 1.64
C 1.31 -6.05 -0.01
O -0.51 1.16 -0.31
C -0.17 0.24 0.11
C -0.40 -0.61 2.13
C -0.45 1.45 2.67
O -0.87 -0.49 -3.41
H -1.99 0.38 2.93
H 1.80 -1.15 -0.10
H -0.54 1.15 0.84
H -0.71 1.93 -0.29
H 0.16 1.39 -0.76
H -0.46 -0.37 0.26
H 0.29 0.05 -0.63
H 0.12 0.10 -0.78
H 1.60 -1.23 0.97
O -6.37 -0.43 10.54
H -3.31 0.90 -2.14
H 9.72 -0.48 -8.44
O 1.01 -0.76 0.14
H -0.08 0.21 -0.28
H -0.43 0.68 -0.65
O -2.13 -0.17 -2.77
H 0.40 -0.17 0.36
H 1.82 0.80 3.04
O 0.45 -0.91 1.08
H -0.20 -1.30 -0.91
H -0.22 1.23 0.12
O 0.57 -3.35 -0.61
H 0.66 3.20 0.67
H -1.55 -0.20 0.92
O -1.19 1.27 -1.63
H 0.92 -0.70 0.32
H 0.64 -0.81 1.01
O -1.49 -1.14 -1.07
H 1.14 -0.57 -0.88
H 0.37 1.63 2.24
O -3.59 1.87 -0.73
H 1.69 -0.28 -1.24
H 1.31 -0.48 1.13
O 1.00 1.49 -0.98
H -1.73 -2.19 1.32
H 0.76 0.82 -0.63

Summary:
- Energy: -29631.62841 eV
- Spin multiplicity: 1
- Net charge: 0
- Max |F|: 12.9 eV/Å
- Lowest unoccupied orbital energy: 0.200 eV
- Energy above the lowest of the compared OMol25 structures with the same formula, charge and spin: 511.12 kJ/mol



4.
Formula: C5H27NO9
Source: the Open Molecules 2025 dataset
Level of theory: the ωB97M-V functional and the def2-TZVPD basis

Cartesian coordinates (Å):
O: 0.659 2.299 -0.935
C: 1.640 2.106 -1.608
N: 2.182 0.846 -1.843
C: 1.481 -0.299 -1.450
C: 0.488 -0.977 -2.572
C: -0.679 -0.066 -2.876
C: 0.006 -2.250 -1.909
H: 2.233 2.962 -1.953
H: 2.965 0.784 -2.488
H: 1.989 -1.023 -0.818
H: 0.644 0.112 -0.861
H: 1.089 -1.194 -3.460
H: -1.145 0.172 -1.909
H: -0.439 0.918 -3.285
H: -1.459 -0.519 -3.482
H: -0.817 -2.120 -1.207
H: 0.781 -2.734 -1.297
H: -0.163 -3.080 -2.602
H: -0.794 -2.520 1.668
H: 0.707 -2.357 1.927
O: -0.085 -2.773 2.282
H: 1.890 1.121 2.720
H: 1.330 2.444 2.369
O: 1.791 1.700 1.953
H: -2.340 -1.051 1.392
H: -3.432 -1.998 0.756
O: -2.569 -1.966 1.170
H: 0.363 -0.361 2.968
H: -0.694 -0.641 4.088
O: -0.315 0.035 3.519
H: -1.333 3.926 1.483
H: -0.012 4.131 0.981
O: -0.485 4.259 1.818
H: -4.130 0.569 -1.358
H: -3.205 0.517 -0.112
O: -3.295 0.883 -1.001
H: -1.209 0.853 2.036
H: -1.508 1.411 0.667
O: -1.846 0.764 1.300
H: 3.718 -2.191 1.517
H: 3.133 -0.891 1.120
O: 2.862 -1.801 1.295

Force components x, y, z for each atom (eV/Å):
O 0.01 -0.73 -0.33
C 0.00 1.77 0.71
N -0.52 -1.32 -0.53
C -1.39 1.65 1.37
C -0.63 -0.85 -1.20
C 0.22 0.99 1.11
C 0.97 -1.14 0.96
H 0.14 -0.32 -0.44
H 0.30 0.01 0.29
H 0.68 -0.40 -0.84
H 0.40 -0.19 0.39
H 0.25 0.08 0.19
H -0.32 -0.13 -0.22
H 0.24 -0.24 -0.35
H 0.20 -0.30 -0.14
H -0.27 0.21 -0.34
H 0.12 0.33 -0.02
H -0.54 0.52 -0.42
H -0.13 -0.32 0.23
H 0.30 -0.23 -0.05
O 0.01 0.37 -0.21
H 0.20 -0.05 -0.07
H -0.09 0.19 -0.33
O -0.16 -0.13 0.35
H -0.41 0.12 -0.23
H -0.09 0.15 0.06
O 0.49 -0.26 0.00
H -0.17 -0.65 0.23
H 0.17 -0.33 -0.18
O 0.03 0.95 -0.06
H -0.34 0.24 0.81
H 0.57 0.41 0.32
O -0.17 -0.75 -1.17
H -0.06 0.03 0.08
H -0.23 0.05 -0.07
O 0.17 -0.05 -0.11
H -0.40 -0.40 0.37
H -0.25 -0.12 -0.17
O 0.78 0.62 -0.01
H -0.25 -0.44 0.11
H -0.25 0.16 0.16
O 0.40 0.48 -0.25

Summary:
- Energy: -25531.91367 eV
- Spin multiplicity: 2
- Net charge: +1
- Max |F|: 2.6 eV/Å
- ⟨S²⟩: 0.763
- Lowest unoccupied orbital energy (alpha / beta): -3.323 / -8.872 eV
- Energy above the lowest of the compared OMol25 structures with the same formula, charge and spin: 0.00 kJ/mol



Please write out number 2 again, unchanged.
Formula: C5H26O11
Source: the Open Molecules 2025 dataset
Level of theory: the ωB97M-V functional and the def2-TZVPD basis

Cartesian coordinates (Å):
O: 2.474 -2.877 -0.368
C: 1.532 -3.250 -1.016
C: 1.108 -2.841 -2.414
C: -0.114 -1.853 -2.396
C: 0.135 -0.356 -2.137
C: -0.723 0.022 -0.908
O: -0.151 1.142 -0.257
O: -2.038 0.255 -1.386
H: 0.775 -3.858 -0.469
H: 1.884 -2.371 -3.003
H: 0.739 -3.644 -3.068
H: -0.627 -1.969 -3.369
H: -0.762 -2.312 -1.641
H: 1.165 -0.100 -1.856
H: -0.095 0.223 -3.034
H: -0.819 -0.696 -0.095
H: 0.245 1.679 -0.948
H: -2.265 1.119 -1.762
O: 2.195 1.779 -2.114
H: 1.913 2.660 -1.762
H: 2.837 1.648 -1.409
O: 2.443 3.494 -0.213
H: 2.405 2.695 0.335
H: 1.983 4.032 0.477
O: -3.531 -2.068 -0.369
H: -4.368 -1.608 -0.396
H: -2.976 -1.455 -0.872
O: 1.285 -1.710 1.796
H: 2.107 -1.993 1.376
H: 1.527 -1.015 2.416
O: -1.786 0.941 3.325
H: -2.137 0.072 3.030
H: -2.532 1.529 3.422
O: -2.364 -1.675 2.305
H: -1.401 -1.672 2.404
H: -2.621 -1.572 1.383
O: 0.760 1.968 3.176
H: 0.702 1.206 2.619
H: -0.142 2.023 3.524
O: 0.645 4.312 1.687
H: -0.302 4.276 1.510
H: 0.896 3.819 2.477

Force components x, y, z for each atom (eV/Å):
O 0.63 0.25 -0.75
C -1.24 0.00 0.23
C -0.19 0.86 -0.95
C 0.23 -0.88 -0.45
C 0.38 -1.33 1.64
C 0.75 2.13 -1.06
O -0.80 -0.13 0.01
O -1.33 -0.39 0.54
H -0.01 -0.12 -0.35
H 0.65 0.11 0.24
H 0.30 -0.47 0.78
H 0.21 -0.06 0.54
H -0.41 0.42 -0.10
H -0.23 -0.57 -0.33
H -0.23 0.16 0.36
H 0.13 -0.49 -0.45
H 0.38 0.21 -0.07
H 0.84 -0.22 0.25
O -0.29 1.08 0.50
H 0.14 -0.40 -0.77
H 0.44 -0.65 -0.31
O -0.33 0.18 1.60
H 0.28 -0.34 -0.41
H -0.11 0.46 -0.81
O 0.47 0.17 0.00
H -0.57 0.00 0.14
H 0.13 0.06 -0.17
O -0.23 0.31 0.26
H -0.09 -0.11 -0.11
H 0.09 -0.13 0.02
O 0.07 -0.35 -0.03
H -0.07 0.34 0.08
H -0.39 0.01 -0.01
O 0.17 0.43 0.98
H -0.17 -0.29 -0.56
H 0.13 -0.30 -0.44
O 0.26 0.85 0.87
H -0.12 -0.60 -0.78
H 0.09 -0.31 -0.03
O 0.37 0.97 -0.43
H 0.30 -0.36 0.40
H -0.64 -0.49 -0.03

Summary:
- Energy: -28128.89904 eV
- Spin multiplicity: 1
- Net charge: 0
- Max |F|: 2.5 eV/Å
- Lowest unoccupied orbital energy: 0.191 eV
- Energy above the lowest of the compared OMol25 structures with the same formula, charge and spin: 129.38 kJ/mol



Question: Look up the spin multiplicity of the third one.
Answer: 1